Below is 2 unconnected molecules or ions with the total composition C2H6NO3, with properties calculated with ωB97M-V/def2-TZVPD.

Output
* charge: -1
* orbital gap: 5.97 eV
* E_HOMO: -3.5 eV

Positions of all 12 atoms, in Å:
C (-1.0986, 0.0852, 0.1995)
N (-1.1414, 1.3411, 0.9596)
C (-2.6079, 1.7341, 0.9858)
O (-3.3574, 0.9944, 1.6341)
O (-2.7843, 2.7867, 0.3212)
H (-1.4603, 0.2381, -0.8149)
H (-1.6166, -0.6752, 0.8133)
H (-0.0607, -0.2417, 0.0735)
H (-0.9213, 1.2657, 1.9485)
H (5.6130, -2.9053, -2.3662)
H (4.4598, -2.4424, -1.4812)
O (4.9757, -2.1807, -2.2731)

***

Below is a molecular structure, C14H17N5O3S7V, with properties calculated with ωB97M-V/def2-TZVPD.

Output
* spin multiplicity: 2
* charge: 0
* orbital gap (alpha / beta): 6.60 / 6.88 eV
* E_HOMO (alpha / beta): -7.1 / -7.2 eV

Positions of all 47 atoms, in Å:
V (0.2089, -0.9953, 1.2533)
O (-6.2282, -2.4216, 0.0198)
C (-5.1187, -1.9922, 0.1914)
S (-3.8803, -1.9003, -1.0715)
C (-2.6016, -1.2353, -0.0696)
C (-2.8859, -1.0273, 1.2271)
S (-1.7777, -0.3509, 2.3888)
S (-4.5048, -1.4430, 1.7657)
S (-1.0641, -0.8926, -0.8239)
O (-1.7565, 1.8106, -2.5612)
C (-1.5823, 3.0086, -1.8593)
N (-0.3214, 3.6796, -2.1623)
C (0.7675, 3.9403, -1.3865)
O (1.6273, 4.7325, -1.7262)
C (0.8965, 3.2374, -0.0700)
C (1.4221, 3.9218, 1.0126)
C (1.5894, 3.2508, 2.2058)
C (1.2525, 1.9125, 2.2766)
N (0.7868, 1.2289, 1.2168)
C (0.6146, 1.8965, 0.0757)
H (-1.5081, 1.0425, -2.0160)
H (-1.6610, 2.8746, -0.7815)
H (-2.3841, 3.6681, -2.1785)
H (-0.2755, 4.1367, -3.0610)
H (1.6931, 4.9649, 0.9015)
H (1.9795, 3.7569, 3.0792)
H (1.3583, 1.3528, 3.1954)
H (0.2405, 1.3108, -0.7486)
S (2.9845, -0.8964, 0.4225)
C (2.4590, -1.4201, -1.0725)
N (2.2259, -2.6796, -1.4128)
C (1.4243, -2.9016, -2.6164)
C (1.7321, -1.7238, -3.5297)
S (2.1116, -0.3453, -2.4021)
H (2.2280, -3.3661, -0.6697)
H (0.3667, -2.9175, -2.3517)
H (1.6998, -3.8433, -3.0868)
H (0.8878, -1.4539, -4.1582)
H (2.6084, -1.8988, -4.1494)
N (1.2645, -1.7138, 3.1061)
C (0.2941, -2.6359, 2.6798)
N (-0.6411, -3.0548, 3.6103)
S (0.4646, -3.3779, 1.1713)
H (1.2487, -1.4887, 4.0909)
H (2.1929, -1.8971, 2.7427)
H (-1.0369, -2.2990, 4.1598)
H (-1.4018, -3.5549, 3.1724)

***

Below is C3H9O2P in the gas phase, with properties calculated with ωB97M-V/def2-TZVPD.

Output
* charge: 0
* SMILES: CCC(O)(O)P
* orbital gap: 9.89 eV
* E_HOMO: -9.0 eV

Positions of all 15 atoms, in Å:
C (-1.5054, -0.6671, 0.1048)
C (-0.7002, 0.3193, -0.7915)
C (0.6512, 0.6894, -0.0726)
O (0.4059, 1.0533, 1.2417)
O (1.1888, 1.7287, -0.7551)
P (2.1125, -0.8226, 0.1001)
H (-2.1167, -1.3868, -0.4771)
H (-2.1882, -0.0833, 0.7675)
H (-0.7695, -1.3629, 0.6523)
H (-1.3343, 1.2579, -0.9663)
H (-0.4459, -0.1005, -1.6836)
H (-0.4463, 0.6640, 1.4816)
H (1.9835, 1.9055, -0.1417)
H (1.4772, -1.3742, 1.2346)
H (1.6874, -1.8208, -0.6947)

***

Below is a gas-phase ion, CH2Cl2NO2S (charge -1), with properties calculated with ωB97M-V/def2-TZVPD.

Output
* charge: -1
* SMILES: N[S@](=O)([O-])=C(Cl)Cl
* orbital gap: 7.42 eV
* E_HOMO: -3.9 eV

Positions of all 9 atoms, in Å:
N (-0.5583, 1.5776, -0.6163)
S (0.0429, -0.2066, -0.6266)
O (0.9878, -0.2464, -1.7304)
O (-1.1437, -1.0421, -0.8061)
C (1.0724, -0.4614, 1.1826)
Cl (1.8226, -2.0026, 0.6768)
Cl (-0.2298, -0.7450, 2.2394)
H (-0.4710, 1.6434, 0.4740)
H (-1.5229, 1.4832, -0.7934)

***

Below is 2 unconnected molecules or ions with the total composition C3H8NO2, with properties calculated with ωB97M-V/def2-TZVPD.

Output
* charge: +1
* orbital gap: 10.63 eV
* E_HOMO: -15.2 eV

Positions of all 14 atoms, in Å:
O (-0.9644, 0.0004, -0.3429)
C (-2.1132, -0.2126, -0.0454)
O (-2.7984, -1.1533, -0.6653)
H (-2.6608, 0.2814, 0.7679)
H (-3.6792, -1.3119, -0.2802)
C (1.6380, 1.5923, -0.0437)
C (2.4950, -0.6220, 0.7393)
N (1.5973, 0.1822, 0.3569)
H (0.6992, 2.0073, 0.2790)
H (1.8746, 1.7137, -1.0959)
H (2.4432, 2.0698, 0.5068)
H (3.5591, -0.4234, 0.7166)
H (2.1614, -1.5710, 1.1573)
H (0.6354, -0.1994, 0.3755)

***

Below is a molecular structure, C24H40CdN6Si3, with properties calculated with ωB97M-V/def2-TZVPD.

Output
* charge: 0
* orbital gap: 8.64 eV
* E_HOMO: -8.4 eV

Positions of all 74 atoms, in Å:
Cd (-0.0968, 0.0999, 0.2968)
C (-0.8409, 3.7037, 0.3245)
Si (-2.0157, 2.4375, -0.4006)
C (-3.6487, 3.3050, -0.7108)
C (-1.4990, 2.0359, -2.1930)
C (-2.1694, 0.8101, 0.4858)
C (-2.8978, -0.2568, -0.3637)
C (-4.2481, -0.3201, -0.5470)
C (-4.8598, -1.2890, -1.3390)
C (-4.0318, -2.2424, -1.9376)
C (-2.6627, -2.2043, -1.6016)
N (-2.1209, -1.2304, -0.8648)
Si (-2.6611, 0.9575, 2.2950)
C (-2.8909, -0.7651, 2.8943)
C (-1.3288, 1.8778, 3.2227)
C (-4.2812, 1.9192, 2.6735)
H (-0.5803, 4.4101, -0.4897)
H (0.0975, 3.2919, 0.7727)
H (-1.3917, 4.2541, 1.0877)
H (-3.4475, 4.2021, -1.3442)
H (-4.3392, 3.5311, 0.1026)
H (-4.2411, 2.7305, -1.4868)
H (-1.9417, 2.6827, -2.9605)
H (-1.7350, 1.0371, -2.5185)
H (-0.4574, 2.1741, -2.4462)
H (-4.9562, 0.3845, -0.0006)
H (-5.8165, -1.3311, -1.6136)
H (-4.3873, -3.1379, -2.4155)
H (-1.9963, -3.0140, -1.9639)
H (-1.9066, -1.2634, 2.9663)
H (-3.5301, -1.3810, 2.2477)
H (-3.3349, -0.8239, 3.9028)
H (-0.4474, 1.2103, 3.3418)
H (-1.7408, 2.1665, 4.1203)
H (-1.0835, 2.8244, 2.8104)
H (-5.0628, 1.2376, 2.2660)
H (-4.3607, 2.8726, 2.1018)
H (-4.6175, 1.9730, 3.7167)
C (4.2041, 0.0594, -3.2993)
Si (4.0672, 1.5667, -2.2485)
C (5.6759, 2.0160, -1.2968)
C (3.7597, 3.1371, -3.1830)
C (2.6536, 1.2371, -1.1759)
C (1.6319, 0.9279, -0.5976)
H (5.1133, 0.0388, -3.8884)
H (3.4299, 0.0727, -4.0052)
H (4.1859, -0.7674, -2.6185)
H (6.3481, 2.4003, -2.0789)
H (6.1742, 1.1755, -0.8170)
H (5.5341, 2.8054, -0.6110)
H (4.4532, 3.1789, -4.0475)
H (4.0219, 3.8788, -2.5350)
H (2.7552, 3.1187, -3.5481)
N (2.3684, -1.0040, 2.7747)
C (3.3913, -1.7470, 2.2732)
C (3.2530, -2.9826, 2.9314)
C (2.1891, -2.8729, 3.8076)
N (1.6591, -1.6729, 3.6732)
H (2.0202, -0.0904, 2.5724)
H (4.0306, -1.4694, 1.4373)
H (3.9532, -3.7786, 2.8174)
H (1.8262, -3.5248, 4.5758)
N (2.3968, -4.2894, -2.1756)
C (1.6508, -3.8713, -1.1077)
C (1.5323, -2.5014, -0.6518)
N (0.7752, -2.2266, 0.3847)
C (0.2605, -3.2101, 1.0993)
C (0.5383, -4.5294, 0.7471)
N (1.1231, -4.8542, -0.3734)
H (2.4705, -3.6788, -3.0004)
H (2.1334, -5.2658, -2.3515)
H (1.9106, -1.7433, -1.2460)
H (-0.3599, -2.9817, 1.9358)
H (0.3991, -5.4211, 1.3951)

***

Below is a molecular structure, C35H40BrN3NiO2PSb, with properties calculated with ωB97M-V/def2-TZVPD.

Output
* charge: 0
* orbital gap: 8.63 eV
* E_HOMO: -8.3 eV

Positions of all 84 atoms, in Å:
Ni (-0.3438, -1.0211, 0.3015)
C (1.2080, 5.8920, -1.2833)
C (2.0996, 5.4470, -0.3153)
C (1.9531, 4.1853, 0.2380)
C (0.9159, 3.3506, -0.1738)
C (0.0233, 3.8091, -1.1370)
C (0.1668, 5.0748, -1.6932)
Sb (0.6522, 1.4220, 0.6801)
C (2.5702, 0.5986, 0.2823)
C (2.9099, -0.6223, 0.8669)
C (4.0715, -1.2816, 0.4902)
C (4.8957, -0.7398, -0.4878)
C (4.5584, 0.4658, -1.0840)
C (3.4000, 1.1312, -0.7016)
C (0.7765, 1.9880, 2.7129)
C (1.6044, 1.3553, 3.6309)
C (1.5931, 1.7424, 4.9629)
C (0.7511, 2.7592, 5.3874)
C (-0.0840, 3.3906, 4.4778)
C (-0.0713, 3.0050, 3.1458)
H (1.3230, 6.8791, -1.7121)
H (2.9086, 6.0886, 0.0101)
H (2.6495, 3.8529, 0.9999)
H (-0.8009, 3.1829, -1.4577)
H (-0.5355, 5.4184, -2.4415)
H (2.2512, -1.0796, 1.5980)
H (4.3248, -2.2268, 0.9529)
H (5.7975, -1.2594, -0.7850)
H (5.1970, 0.8900, -1.8484)
H (3.1533, 2.0777, -1.1708)
H (2.2538, 0.5462, 3.3240)
H (2.2338, 1.2357, 5.6726)
H (0.7418, 3.0538, 6.4288)
H (-0.7475, 4.1807, 4.8052)
H (-0.7244, 3.5132, 2.4432)
C (-0.9055, -5.1240, 1.2725)
C (-1.3217, -3.6980, 0.9123)
C (-2.5449, -3.7166, 0.0043)
C (-0.1369, -2.9433, 0.3095)
H (-1.7255, -5.6791, 1.7325)
H (-0.0677, -5.1192, 1.9711)
H (-0.5932, -5.6725, 0.3786)
H (-1.6057, -3.1958, 1.8440)
H (-2.3226, -4.2370, -0.9309)
H (-2.8944, -2.7087, -0.2370)
H (-3.3745, -4.2458, 0.4770)
H (0.1334, -3.4173, -0.6455)
H (0.7239, -3.0319, 0.9798)
Br (-4.7028, 0.2771, -0.6217)
C (-4.1796, 0.0221, 1.1868)
C (-5.0956, 0.1825, 2.2106)
C (-4.6639, -0.0114, 3.5160)
C (-3.3515, -0.3606, 3.7885)
C (-2.4342, -0.5254, 2.7544)
C (-2.8690, -0.3237, 1.4468)
C (-1.0073, -0.9148, 3.1268)
O (-0.7439, -1.0829, 4.3036)
O (-0.1306, -1.0180, 2.1774)
H (-6.1201, 0.4533, 1.9956)
H (-5.3685, 0.1123, 4.3282)
H (-3.0079, -0.5158, 4.8017)
H (-2.1826, -0.4290, 0.6056)
C (-1.1909, -0.3422, -4.7151)
N (-0.1188, 0.4624, -4.1319)
C (1.1655, -0.1535, -4.4612)
N (1.2753, -1.5560, -4.0639)
C (0.1563, -2.2932, -4.6499)
N (-1.1599, -1.7482, -4.3191)
C (-1.4741, -1.9202, -2.8991)
P (-0.2441, -1.0601, -1.8309)
C (-0.2808, 0.5773, -2.6842)
C (1.2986, -1.7041, -2.6066)
H (-1.0930, -0.2973, -5.8022)
H (-2.1546, 0.0882, -4.4355)
H (1.9670, 0.4152, -3.9850)
H (1.2933, -0.0986, -5.5445)
H (0.2047, -3.3346, -4.3262)
H (0.2637, -2.2621, -5.7363)
H (-1.4897, -2.9819, -2.6527)
H (-2.4717, -1.5263, -2.6877)
H (0.5200, 1.2062, -2.2846)
H (-1.2284, 1.0738, -2.4536)
H (1.4233, -2.7596, -2.3537)
H (2.1542, -1.1675, -2.1843)

***

Below is 3 unconnected molecules or ions with the total composition C16H36ClN2, with properties calculated with ωB97M-V/def2-TZVPD.

Output
* spin multiplicity: 2
* charge: +2
* orbital gap (alpha / beta): 12.71 / 7.36 eV
* E_HOMO (alpha / beta): -16.7 / -16.7 eV

Positions of all 55 atoms, in Å:
C (0.9084, -2.2668, -8.0474)
C (1.1623, -1.3175, -6.8632)
C (-0.1957, -0.9378, -6.4050)
N (-0.0739, 0.1453, -5.2612)
C (0.5978, -0.4693, -4.0021)
C (0.6221, 1.4431, -5.7809)
C (0.0877, 2.4758, -4.7416)
C (-1.1873, 1.9070, -4.1541)
C (-1.5071, 0.6182, -4.9834)
H (0.1802, -1.8247, -8.7273)
H (0.6233, -3.2091, -7.5796)
H (1.8359, -2.4911, -8.5742)
H (1.6253, -0.4426, -7.3195)
H (1.6906, -1.8757, -6.0903)
H (-0.7998, -1.8131, -6.1661)
H (-0.7573, -0.5652, -7.2617)
H (1.6658, -0.6615, -4.1042)
H (0.0846, -1.4247, -3.8933)
H (0.3584, 0.0789, -3.0909)
H (1.6683, 1.2666, -6.0307)
H (0.2391, 1.6798, -6.7736)
H (0.8667, 2.6800, -4.0071)
H (-0.2004, 3.3461, -5.3313)
H (-1.1564, 1.6139, -3.1047)
H (-1.9805, 2.6535, -4.1944)
H (-2.1835, -0.0717, -4.4786)
H (-1.9434, 0.9509, -5.9252)
C (1.7379, -2.2342, 7.5688)
C (0.8619, -0.9664, 7.4031)
C (0.8600, -0.4774, 5.9493)
N (-0.2152, 0.5944, 5.5874)
C (-0.1420, 1.6725, 6.6612)
C (-1.6794, 0.0283, 5.5081)
C (-2.0502, -0.0295, 3.9985)
C (-0.7452, 0.0539, 3.2201)
C (-0.0080, 1.0467, 4.0857)
H (2.7901, -2.0403, 7.3604)
H (1.4051, -2.9835, 6.8505)
H (1.6246, -2.6777, 8.5580)
H (1.0984, -0.1523, 8.0882)
H (-0.1190, -1.3201, 7.7206)
H (0.7453, -1.3212, 5.2689)
H (1.8006, -0.0077, 5.6618)
H (-0.9140, 2.4173, 6.4676)
H (0.8139, 2.1738, 6.5093)
H (-0.4559, 1.3207, 7.6439)
H (-2.3348, 0.5574, 6.2000)
H (-1.6259, -0.9144, 6.0526)
H (-2.5930, 0.9133, 3.9301)
H (-2.7187, -0.8673, 3.8004)
H (-0.8024, 0.5543, 2.2534)
H (-0.3090, -0.9449, 3.2033)
H (-0.5132, 1.9972, 3.9139)
H (0.9895, 1.3709, 3.7890)
Cl (0.2671, 0.7479, -0.3627)